Formula: C22H28N3OPPtSSe2
Source: the OMol25 dataset
Level of theory: ωB97M-V/def2-TZVPD

Summary:
Charge   0
Orbital gap (spin up / spin down)   4.84 / 4.72 eV
LUMO energy (spin up / spin down)   -1.3596 / -1.4795 eV
Largest force on an atom   1.8 eV/A
E_HOMO (spin up / spin down)   -6.20 / -6.20 eV
Relative energy (zero: lowest compared OMol25 entry of this formula, charge and spin)   48.5 kcal/mol

Cartesian coordinates (Å):
Pt: -0.977347 -0.684426 -0.184876
Se: 1.975465 -0.388125 -0.512016
P: 0.867104 1.120274 0.600484
Se: -1.107538 1.771149 -0.092179
C: 0.809776 0.642148 2.358270
C: 0.786917 1.637969 3.324856
C: 0.838883 1.297942 4.663202
C: 0.915984 -0.036162 5.028565
C: 0.924539 -1.028194 4.062516
C: 0.860148 -0.695810 2.721317
C: 1.986568 2.571243 0.632672
C: 3.240452 2.420526 1.214482
C: 4.180200 3.422892 1.083581
C: 3.879711 4.565602 0.360222
C: 2.622162 4.726295 -0.194614
C: 1.674570 3.728455 -0.058891
H: 0.734944 2.674422 3.019542
H: 0.832976 2.075775 5.411972
H: 0.968614 -0.307338 6.072102
H: 0.997150 -2.064513 4.357276
H: 0.863825 -1.466439 1.957497
H: 3.471721 1.518111 1.764643
H: 5.154547 3.307867 1.535594
H: 4.621451 5.340198 0.238338
H: 2.386473 5.625579 -0.743864
H: 0.681491 3.842574 -0.480291
C: -4.542559 -0.088770 -0.030247
O: -3.618532 -1.131196 -0.237657
H: -5.453007 -0.244825 -0.615924
H: -4.112282 0.886585 -0.290350
H: -4.790886 -0.091562 1.029816
H: -3.539982 -1.288479 -1.187490
C: -2.295195 -2.299972 2.316634
C: -1.835311 -3.150776 1.187148
C: -2.103072 -4.510320 0.965850
C: -1.369160 -4.879137 -0.148727
C: -0.677601 -3.733871 -0.577936
C: 0.309892 -3.620866 -1.677962
N: -0.977306 -2.698983 0.239986
H: -1.821362 -2.623868 3.246973
H: -3.373339 -2.380823 2.446148
H: -2.029887 -1.251415 2.136312
H: -2.758477 -5.124281 1.552333
H: -1.311725 -5.846901 -0.608146
H: 0.425647 -4.573370 -2.188292
H: 1.277300 -3.309706 -1.276739
H: 0.004495 -2.862756 -2.401889
S: -1.826740 -1.036024 -2.888819
C: -0.787709 -0.010876 -3.680342
N: -0.763930 0.153432 -5.016206
C: 0.183301 1.171105 -5.417989
C: 0.947527 1.442833 -4.104738
N: 0.138111 0.763921 -3.117088
H: -1.472348 -0.230104 -5.615440
H: -0.331209 2.068444 -5.781714
H: 0.837287 0.800077 -6.210706
H: 1.015222 2.508465 -3.870941
H: 1.957242 1.019155 -4.126697
H: 0.504808 0.556853 -2.189562

Forces on atoms 1 to 2 (eV/Å):
0.3 -1.6 -0.5
-1.6 -0.1 0.2

Löwdin atomic charge list, values in e, 2 entries: 0.534, 0.462